Formula: C26H60BrFN7O6
Source: the OMol25 dataset
Level of theory: ωB97M-V/def2-TZVPD

Results
Charge: +1
2S+1: 1

Element x y z (Å)
C (-0.993955, 8.466910, 2.449328)
C (0.013166, 8.318621, 3.593473)
C (0.520843, 6.907063, 3.687726)
O (1.634455, 6.533540, 3.437834)
O (-0.459796, 6.040311, 4.070974)
C (-0.139633, 4.659543, 3.911830)
C (0.096443, 4.304088, 2.442487)
C (-0.353487, 2.884693, 2.090838)
N (-0.938420, 2.870496, 0.702472)
C (0.060328, 3.236248, -0.355960)
Br (-0.879161, 2.979189, -2.031880)
C (1.339857, 2.367308, -0.205330)
C (2.610775, 3.176553, 0.073075)
C (3.112880, 4.158124, -1.027460)
N (2.925278, 5.509278, -0.518571)
N (2.462191, 3.859185, -2.311740)
N (4.535485, 4.025974, -1.289932)
N (1.166774, 1.335587, 0.807484)
C (0.674582, 1.716941, 2.135248)
C (1.786297, 1.970308, 3.158982)
C (2.845270, 0.868540, 3.156544)
C (4.110176, 1.317158, 3.859647)
F (4.896595, 2.014284, 2.944089)
H (-0.495703, 8.364618, 1.484460)
H (-1.473701, 9.442000, 2.488000)
H (-1.774439, 7.710452, 2.524718)
H (-0.453763, 8.589660, 4.541073)
H (0.884097, 8.949172, 3.432756)
H (-1.001313, 4.125407, 4.309612)
H (0.732901, 4.414155, 4.517106)
H (1.136184, 4.481371, 2.185366)
H (-0.497378, 5.018599, 1.857983)
H (-1.171915, 2.619960, 2.762864)
H (-1.277685, 1.927129, 0.493752)
H (-1.743287, 3.496242, 0.635986)
H (0.243804, 4.302841, -0.282614)
H (1.487670, 1.855788, -1.153551)
H (2.544182, 3.725147, 1.012406)
H (3.382631, 2.423127, 0.221297)
H (3.082330, 6.206412, -1.235965)
H (2.028804, 5.660361, -0.073334)
H (3.041033, 4.252037, -3.050201)
H (1.585430, 4.365208, -2.382817)
H (5.056622, 3.796120, -0.452889)
H (4.696816, 3.288919, -1.967074)
H (0.632911, 0.561464, 0.435723)
H (0.132248, 0.840409, 2.503800)
H (2.286667, 2.922844, 2.976105)
H (1.325904, 1.997380, 4.151447)
H (2.462415, -0.041675, 3.622550)
H (3.127404, 0.653399, 2.126736)
H (3.906560, 2.008653, 4.679350)
H (4.694268, 0.479781, 4.237377)
C (-4.563900, -3.118142, 0.665801)
O (-3.816954, -4.188548, 1.194669)
C (-2.869210, -4.763988, 0.299232)
C (-1.447714, -4.367002, 0.634551)
N (-1.184628, -2.962259, 0.346913)
C (0.043244, -2.419984, 0.904936)
C (0.316153, -2.525345, 2.402643)
O (-0.484665, -1.684422, 3.217654)
C (-1.814149, -2.133740, 3.426920)
H (-5.421798, -2.965690, 1.319167)
H (-3.995296, -2.178371, 0.625749)
H (-4.923498, -3.339106, -0.343640)
H (-3.112234, -4.525999, -0.737923)
H (-2.945971, -5.847594, 0.420439)
H (-0.769178, -4.983342, 0.034721)
H (-1.275416, -4.622560, 1.687829)
H (-1.973885, -2.404391, 0.640071)
H (0.070274, -1.354588, 0.648170)
H (0.890010, -2.883263, 0.384899)
H (1.343862, -2.188888, 2.562392)
H (0.263629, -3.558440, 2.762473)
H (-1.855445, -3.217628, 3.556050)
H (-2.482727, -1.852261, 2.608742)
H (-2.172944, -1.659510, 4.339518)
C (1.584075, -6.517932, -5.015409)
O (0.943420, -5.554762, -5.823424)
C (-0.072111, -6.055431, -6.682979)
C (-1.464590, -5.724295, -6.190479)
N (-1.811262, -6.470443, -4.992150)
C (-3.009321, -6.035203, -4.287891)
C (-3.143269, -4.576474, -3.861404)
O (-2.312820, -4.180200, -2.781937)
C (-0.948401, -3.982608, -3.099827)
H (2.500604, -6.065707, -4.639737)
H (0.976717, -6.825171, -4.155603)
H (1.844003, -7.412149, -5.589500)
H (0.045794, -7.134728, -6.823993)
H (0.067770, -5.572224, -7.652786)
H (-2.174545, -5.981376, -6.984038)
H (-1.512679, -4.635688, -6.052755)
H (-1.026815, -6.482801, -4.356496)
H (-3.100097, -6.650031, -3.388803)
H (-3.876962, -6.270859, -4.914669)
H (-4.165927, -4.447506, -3.497492)
H (-3.019227, -3.882624, -4.701788)
H (-0.826592, -3.508135, -4.077672)
H (-0.380678, -4.917389, -3.086777)
H (-0.543285, -3.328124, -2.327542)

Forces on the atoms, in the same order (eV/Å):
C 0.033 -0.081 0.053
C 0.029 -0.075 0.022
C -0.080 0.010 0.244
O 0.034 -0.064 -0.147
O -0.013 0.086 -0.345
C 0.203 -0.050 0.228
C -0.126 0.061 -0.196
C 0.101 -0.086 0.384
N 0.034 -0.001 0.044
C -0.052 -0.047 -0.245
Br -0.009 -0.034 0.032
C 0.183 -0.014 0.139
C 0.014 -0.045 -0.061
C 0.045 0.130 0.056
N -0.158 -0.102 0.091
N 0.005 0.155 -0.034
N -0.037 -0.174 -0.248
N -0.505 0.205 -0.155
C 0.178 -0.161 0.128
C 0.077 -0.204 -0.127
C 0.048 0.198 0.094
C -0.079 -0.005 0.088
F 0.082 0.122 -0.085
H -0.031 0.017 -0.024
H 0.045 0.044 -0.046
H -0.043 0.016 0.002
H 0.008 -0.032 0.014
H -0.027 0.072 0.057
H -0.047 0.039 0.013
H 0.015 -0.012 -0.014
H -0.019 0.047 -0.031
H -0.048 -0.018 0.036
H -0.143 0.015 -0.138
H 0.013 0.020 -0.021
H 0.017 -0.007 -0.011
H 0.013 0.029 0.119
H 0.015 0.036 -0.050
H 0.018 -0.006 -0.010
H -0.001 -0.033 0.025
H 0.102 -0.006 0.044
H 0.006 0.048 -0.051
H 0.022 -0.066 0.011
H -0.010 -0.050 0.023
H 0.008 0.232 0.037
H 0.011 -0.086 0.112
H 0.153 -0.090 0.034
H -0.008 -0.050 -0.086
H -0.043 0.034 0.067
H 0.005 0.229 -0.002
H -0.055 -0.020 -0.067
H -0.043 -0.246 0.012
H -0.015 -0.061 0.097
H 0.058 -0.028 -0.071
C -0.084 -0.058 -0.007
O 0.120 0.161 0.025
C -0.113 -0.238 0.004
C 0.058 0.034 -0.037
N -0.112 0.102 0.141
C 0.003 -0.049 -0.116
C 0.133 0.033 0.058
O -0.048 0.182 -0.173
C 0.017 0.025 0.138
H 0.007 -0.001 0.004
H 0.009 -0.010 -0.031
H -0.001 0.010 0.000
H 0.076 0.100 0.061
H -0.021 0.007 0.004
H 0.015 0.015 0.003
H 0.005 -0.042 -0.010
H -0.004 -0.042 0.034
H 0.032 -0.027 -0.037
H 0.005 -0.020 0.033
H -0.006 -0.009 0.029
H -0.087 -0.003 -0.038
H -0.011 -0.004 -0.025
H 0.004 -0.055 -0.016
H 0.011 -0.012 0.008
C 0.060 0.005 -0.039
O -0.063 -0.001 0.096
C 0.015 -0.006 -0.133
C -0.064 -0.041 0.024
N 0.151 0.109 0.110
C -0.028 -0.130 -0.054
C -0.107 0.052 0.024
O 0.030 -0.086 -0.129
C -0.016 0.101 0.125
H -0.005 0.005 0.001
H -0.013 -0.024 -0.020
H 0.004 -0.003 0.008
H -0.042 -0.005 0.046
H 0.033 -0.016 0.002
H -0.027 0.023 0.015
H 0.015 0.006 -0.035
H -0.008 0.038 -0.006
H -0.033 -0.017 -0.018
H 0.002 0.038 -0.014
H 0.012 0.024 0.008
H 0.081 -0.045 -0.019
H 0.013 -0.026 -0.016
H -0.001 0.002 -0.068
H -0.006 0.004 -0.002

Atom charges from the Mulliken analysis, given in e for atoms 1 to 6: C -1.062; C -0.461; C 0.645; O -0.559; O -0.370; C -0.740


Formula: C26H60Cl2FN8O9P
Source: the OMol25 dataset
Level of theory: ωB97M-V/def2-TZVPD

Results
2S+1: 1

Element x y z (Å)
C (0.725013, 0.047021, 0.833660)
C (0.488168, 1.417803, 0.252113)
O (1.382073, 2.144622, -0.105043)
N (-0.892058, 1.825837, 0.257870)
C (-1.067560, 3.036916, 1.061044)
P (-1.986363, 1.459837, -1.092785)
O (-2.983874, 1.150844, -2.442939)
Cl (-2.416426, 3.494989, -1.441443)
Cl (-0.516268, 0.554413, -2.169603)
C (-3.022093, 0.351394, -0.047514)
C (-4.114917, 1.078461, 0.711947)
F (-5.063734, 0.114139, 1.122907)
H (0.060791, -0.080465, 1.694529)
H (1.761146, -0.053668, 1.156725)
H (0.443294, -0.724801, 0.110964)
H (-2.122558, 3.236584, 1.248731)
H (-0.631698, 2.847754, 2.048822)
H (-0.564113, 3.918866, 0.649951)
H (-3.649125, 1.837817, -2.557172)
H (-3.457306, -0.385908, -0.723230)
H (-2.346006, -0.161851, 0.640602)
H (-4.645659, 1.790266, 0.072853)
H (-3.735427, 1.542677, 1.621197)
C (-3.933854, -4.175471, -4.128029)
N (-3.146037, -3.843382, -2.957008)
C (-2.156337, -2.923514, -2.844970)
C (-1.807025, -2.113652, -4.070765)
O (-1.583290, -2.750601, -1.776716)
H (-4.994338, -4.002160, -3.939584)
H (-3.797521, -5.223818, -4.396982)
H (-3.629995, -3.562387, -4.969594)
H (-3.330245, -4.347499, -2.104223)
H (-0.996522, -1.449491, -3.800086)
H (-1.487873, -2.748623, -4.898076)
H (-2.663073, -1.516698, -4.386914)
C (-6.347539, -2.737878, 1.721544)
N (-6.971826, -3.800281, 0.954207)
C (-8.285697, -3.962062, 0.645526)
C (-9.249809, -2.915643, 1.157885)
O (-8.659685, -4.912296, -0.019767)
H (-5.611478, -2.213131, 1.115666)
H (-5.847442, -3.152075, 2.600104)
H (-7.089471, -2.019673, 2.052794)
H (-6.381435, -4.528400, 0.585246)
H (-10.247163, -3.186984, 0.827152)
H (-9.235474, -2.871187, 2.247429)
H (-8.999518, -1.929164, 0.766158)
C (-3.831411, -0.255804, 6.150433)
N (-3.399517, 0.308913, 4.886710)
C (-2.916361, 1.550472, 4.643380)
C (-2.799403, 2.500227, 5.810706)
O (-2.589483, 1.879173, 3.510426)
H (-3.235639, -1.134387, 6.401243)
H (-4.880087, -0.552057, 6.099283)
H (-3.719245, 0.472842, 6.945955)
H (-3.455554, -0.272058, 4.064248)
H (-2.399903, 3.440163, 5.443809)
H (-3.774067, 2.680977, 6.264849)
H (-2.128007, 2.101288, 6.571534)
C (6.012148, 2.659172, 1.687982)
N (5.315186, 1.473155, 2.161119)
C (4.098766, 1.382112, 2.745775)
C (3.328932, 2.667067, 2.950764)
O (3.636245, 0.299677, 3.080873)
H (6.221291, 2.577011, 0.622402)
H (6.965221, 2.764559, 2.208648)
H (5.412641, 3.543901, 1.876062)
H (5.772128, 0.582761, 2.044708)
H (2.382426, 2.420643, 3.422560)
H (3.879885, 3.355132, 3.592998)
H (3.133142, 3.156732, 1.996078)
C (3.125685, -4.208559, 0.522899)
N (2.595015, -5.380599, -0.143955)
C (1.300088, -5.645957, -0.475148)
C (0.269184, -4.605266, -0.113956)
O (1.008070, -6.685227, -1.043224)
H (3.855371, -3.699709, -0.110105)
H (3.615626, -4.482643, 1.458998)
H (2.326847, -3.510457, 0.748444)
H (3.236428, -6.110095, -0.410537)
H (-0.703160, -4.950179, -0.443338)
H (0.246579, -4.447648, 0.966150)
H (0.477731, -3.656477, -0.604744)
C (8.918563, -0.639559, -2.876839)
N (8.195224, 0.397460, -2.167415)
C (8.672165, 1.283950, -1.257599)
C (10.141604, 1.211333, -0.914772)
O (7.930936, 2.105932, -0.740865)
H (8.863001, -0.478522, -3.954390)
H (8.500386, -1.622116, -2.653235)
H (9.962879, -0.637289, -2.583882)
H (7.209862, 0.500667, -2.352943)
H (10.355352, 1.981285, -0.180556)
H (10.397234, 0.237918, -0.494950)
H (10.757200, 1.382281, -1.798344)
C (1.311244, 4.017200, -2.612848)
N (0.440592, 4.697956, -3.555675)
C (0.770970, 5.415837, -4.657538)
C (2.243944, 5.541657, -4.980371)
O (-0.085526, 5.935452, -5.354725)
H (1.069437, 2.954211, -2.599894)
H (1.152979, 4.419301, -1.612513)
H (2.354372, 4.141290, -2.883501)
H (-0.551640, 4.645629, -3.386191)
H (2.341520, 6.139109, -5.881268)
H (2.781406, 6.030983, -4.167399)
H (2.690844, 4.561703, -5.151500)

Forces on the atoms, in the same order (eV/Å):
C -0.144 0.064 0.268
C 0.385 -0.240 -0.050
O -0.284 0.022 0.344
N -0.142 0.538 -0.781
C 0.265 0.042 0.574
P -0.270 -0.463 0.052
O 0.046 0.124 0.137
Cl -0.009 0.198 0.266
Cl 0.191 -0.146 0.064
C 0.273 -0.278 -0.041
C -0.143 -0.276 -0.085
F 0.179 0.230 -0.026
H 0.118 0.026 -0.037
H -0.042 -0.093 -0.150
H 0.117 0.084 0.010
H 0.148 0.011 -0.114
H -0.084 -0.038 -0.108
H -0.197 -0.105 -0.156
H 0.034 -0.026 -0.082
H -0.103 0.151 0.014
H -0.104 0.143 -0.011
H -0.010 -0.021 0.145
H -0.019 0.134 -0.130
C 0.020 -0.056 0.147
N -0.029 0.011 -0.033
C 0.023 0.085 0.034
C 0.016 -0.092 0.026
O -0.091 0.045 -0.023
H -0.005 0.019 -0.040
H 0.003 0.010 -0.048
H -0.001 0.010 -0.014
H 0.010 -0.018 0.005
H -0.003 0.006 -0.047
H -0.076 -0.025 -0.005
H 0.023 0.018 -0.053
C 0.071 -0.265 -0.126
N -0.014 0.057 0.057
C -0.015 0.021 -0.006
C -0.029 -0.027 -0.020
O -0.010 -0.007 -0.010
H 0.001 0.080 0.040
H -0.020 0.066 0.040
H -0.011 0.020 -0.010
H 0.006 -0.012 0.001
H 0.007 -0.029 -0.017
H 0.013 0.043 0.003
H 0.008 0.018 0.041
C 0.010 -0.046 -0.157
N -0.015 -0.012 0.047
C -0.003 -0.033 -0.021
C 0.024 0.023 -0.032
O -0.006 0.023 0.043
H 0.005 0.013 0.045
H -0.010 0.018 0.043
H -0.001 0.006 0.016
H -0.011 -0.004 -0.007
H 0.004 -0.008 -0.034
H 0.011 -0.017 0.041
H -0.030 0.000 0.033
C -0.042 -0.211 -0.006
N 0.037 0.039 0.038
C -0.099 0.062 -0.072
C -0.015 -0.005 0.008
O -0.017 -0.063 -0.016
H -0.034 0.100 0.084
H -0.003 0.080 0.000
H -0.007 0.007 -0.004
H 0.007 -0.008 -0.025
H 0.002 -0.034 0.009
H 0.001 0.033 -0.026
H 0.009 0.012 -0.001
C 0.059 -0.154 -0.063
N -0.010 0.063 0.028
C 0.018 -0.002 -0.013
C 0.074 -0.102 0.082
O -0.021 -0.004 0.000
H -0.020 0.048 0.014
H -0.022 0.045 0.023
H 0.000 0.022 0.010
H 0.002 -0.013 -0.004
H -0.007 -0.026 -0.039
H 0.006 0.058 -0.011
H -0.042 0.051 0.020
C -0.157 0.068 0.010
N 0.033 -0.058 -0.023
C -0.015 0.033 0.005
C -0.008 0.030 0.021
O 0.094 -0.046 -0.048
H 0.048 -0.012 -0.008
H 0.044 -0.021 0.004
H 0.017 -0.006 -0.001
H -0.008 0.006 -0.005
H -0.032 0.015 0.003
H 0.031 -0.011 -0.032
H 0.022 -0.040 0.002
C -0.406 0.055 -0.119
N 0.077 0.056 -0.052
C 0.018 -0.009 0.014
C -0.014 0.027 -0.040
O 0.003 0.009 -0.015
H 0.159 0.011 0.119
H 0.124 -0.104 0.066
H 0.009 0.017 -0.023
H -0.024 -0.011 -0.017
H -0.033 0.006 -0.006
H 0.029 -0.037 0.010
H 0.030 0.002 0.038

Atom charges from the Mulliken analysis, given in e for atoms 1 to 6: C -0.345; C -0.450; O -0.555; N 0.786; C -1.276; P 1.142


| no. | energy (hartree) | HOMO-LUMO gap (eV) |
| --- | --- | --- |
| 1 | -4534.9572 | 7.068 |
| 2 | -3503.6258 | 9.247 |